# 1
{
  "formula": "C10H26BHgNO3Si",
  "method": "ωB97M-V/def2-TZVPD",
  "homo_energy_ev": -14.71,
  "multiplicity": 1,
  "total_energy_ev": -31132.8639,
  "charge": 2,
  "species": ["C", "O", "C", "C", "C", "C", "Si", "C", "C", "C", "O", "B", "O", "N", "C", "C", "H", "H", "H", "H", "H", "H", "H", "H", "H", "H", "H", "H", "H", "H", "H", "H", "H", "H", "H", "H", "H", "H", "H", "H", "H", "H", "Hg"],
  "positions_angstrom": [[1.6744, -1.2586, 2.5463], [0.4636, -1.9470, 2.2783], [-0.7044, -1.2707, 2.6899], [-1.9059, -1.6228, 1.7957], [-2.8379, -0.4322, 1.5159], [-2.6959, 0.2052, 0.1047], [-0.9519, 0.4275, -0.4833], [-0.4100, 2.1416, -1.0083], [1.0414, 2.4767, -0.5575], [1.9677, 2.8683, -1.7072], [0.9136, 3.5677, 0.3359], [-0.7430, -0.9233, -2.2247], [-1.8008, -0.9121, -2.9998], [0.4963, -1.5942, -2.2062], [0.7148, -2.5106, -1.0723], [1.6710, -0.7524, -2.5003], [2.4357, -1.6472, 1.8718], [1.5648, -0.1814, 2.3618], [1.9911, -1.3998, 3.5797], [-0.9637, -1.5348, 3.7194], [-0.5307, -0.1841, 2.7086], [-2.4895, -2.3593, 2.3458], [-1.5825, -2.1237, 0.8778], [-3.8648, -0.7866, 1.5789], [-2.7255, 0.3142, 2.3016], [-3.1128, 1.2206, 0.1093], [-3.3239, -0.3412, -0.6004], [0.0115, -0.0888, 0.5033], [-0.4973, 2.3431, -2.0761], [-1.0960, 2.8145, -0.4716], [1.5186, 1.6502, -0.0160], [2.6042, 2.0413, -2.0143], [2.6055, 3.6844, -1.3795], [1.4184, 3.2304, -2.5743], [0.8948, 3.2484, 1.2728], [-2.3157, -1.7402, -3.0357], [1.4205, -3.2774, -1.3972], [1.1310, -1.9793, -0.2162], [-0.2097, -3.0046, -0.7897], [2.5091, -1.4178, -2.7074], [1.9250, -0.1552, -1.6225], [1.4914, -0.1318, -3.3745], [2.2976, 3.3432, 2.5375]],
  "nbo_charge": [-0.2513, -0.5487, -0.0653, -0.4336, -0.3963, -0.9104, 1.3662, -0.9076, 0.0881, -0.6360, -0.6932, 1.0692, -0.8221, -0.4754, -0.4402, -0.4374, 0.1901, 0.1508, 0.2108, 0.2126, 0.1532, 0.2533, 0.1850, 0.2503, 0.2297, 0.2932, 0.2780, -0.1578, 0.2913, 0.3286, 0.1687, 0.2104, 0.2694, 0.2240, 0.4278, 0.5733, 0.2753, 0.2570, 0.2393, 0.2737, 0.2321, 0.2515, 0.2225]
}

# 2
{
  "formula": "C10H26BrN9O6",
  "method": "ωB97M-V/def2-TZVPD",
  "homo_energy_ev": -8.86,
  "multiplicity": 1,
  "total_energy_ev": -106533.9792,
  "charge": 0,
  "species": ["C", "O", "C", "C", "C", "C", "O", "N", "C", "Br", "H", "H", "H", "H", "H", "H", "H", "H", "H", "H", "N", "C", "N", "O", "H", "H", "H", "H", "N", "C", "N", "O", "H", "H", "H", "H", "N", "C", "N", "O", "H", "H", "H", "H", "N", "C", "N", "O", "H", "H", "H", "H"],
  "positions_angstrom": [[0.8727, -1.0415, 1.4401], [0.8566, -2.4036, 1.0587], [1.7005, -2.7090, -0.0188], [3.1416, -2.2473, 0.1256], [3.6286, -1.2014, -0.8864], [5.0806, -1.1475, -0.4510], [5.8416, -0.2034, -0.3216], [5.4327, -2.5133, -0.1614], [4.2105, -3.2966, -0.1200], [4.2151, -4.7247, 1.2093], [1.4890, -0.8887, 2.3206], [-0.1342, -0.7578, 1.7185], [1.1784, -0.3800, 0.6380], [1.7134, -3.7929, -0.0868], [1.3057, -2.3173, -0.9535], [3.4182, -1.8353, 1.0933], [3.6808, -1.6222, -1.8861], [3.0472, -0.2938, -0.8399], [6.1124, -2.8633, -0.8161], [4.1036, -3.8122, -1.0679], [-0.9091, 0.5138, -3.3690], [-0.8481, -0.3850, -2.3372], [-2.0213, -0.9997, -2.0405], [0.1912, -0.6059, -1.7287], [-1.7552, 0.7170, -3.8658], [-0.0635, 0.9901, -3.6152], [-2.0151, -1.6567, -1.2838], [-2.8802, -0.8180, -2.5331], [-0.8511, 0.0672, 5.5793], [-0.2212, 0.9945, 4.7960], [0.6672, 1.8100, 5.4342], [-0.4300, 1.0881, 3.5988], [-0.6872, -0.0301, 6.5621], [-1.4994, -0.5489, 5.1285], [1.1464, 2.4889, 4.8712], [0.8671, 1.7550, 6.4135], [0.1261, 3.9520, -0.5574], [0.2788, 3.2302, 0.6034], [-0.7832, 2.4442, 0.9428], [1.2957, 3.3000, 1.2717], [-0.6949, 3.9132, -1.1285], [0.8892, 4.5376, -0.8349], [-0.7065, 1.8907, 1.7808], [-1.6195, 2.3890, 0.3957], [-5.8774, 1.1493, -4.3899], [-5.5890, 0.9340, -3.0723], [-6.4863, 1.4419, -2.1801], [-4.5924, 0.3251, -2.7106], [-6.6886, 1.6448, -4.7051], [-5.2385, 0.7812, -5.0676], [-6.2980, 1.2956, -1.2068], [-7.3110, 1.9427, -2.4479]],
  "nbo_charge": [-0.2606, -0.5390, -0.0719, -0.2833, -0.4995, 0.6949, -0.5415, -0.6709, -0.0461, -0.0204, 0.1674, 0.1926, 0.1894, 0.1855, 0.2081, 0.2308, 0.2160, 0.2545, 0.3942, 0.1921, -0.8554, 0.7795, -0.8476, -0.6957, 0.3899, 0.4040, 0.4051, 0.4196, -0.8457, 0.7873, -0.8434, -0.6919, 0.3880, 0.4085, 0.4207, 0.3862, -0.8603, 0.7752, -0.8580, -0.6684, 0.3807, 0.4024, 0.4415, 0.3785, -0.8417, 0.7850, -0.8397, -0.6999, 0.3917, 0.4080, 0.4126, 0.3910]
}

# 3
{
  "formula": "C10H26CrN4O9",
  "method": "ωB97M-V/def2-TZVPD",
  "homo_energy_ev": [-7.42, -8.90],
  "multiplicity": 5,
  "relative_energy_ev": 0.349,
  "total_energy_ev": -63593.9391,
  "charge": 0,
  "species": ["Cr", "N", "O", "O", "O", "N", "O", "O", "O", "C", "C", "C", "O", "C", "N", "H", "H", "H", "H", "H", "H", "H", "H", "H", "H", "H", "C", "O", "C", "C", "N", "C", "C", "O", "C", "H", "H", "H", "H", "H", "H", "H", "H", "H", "H", "H", "H", "H", "H", "H"],
  "positions_angstrom": [[0.1857, 0.4502, -0.5331], [1.1362, -1.9543, -2.5786], [2.0437, -1.5629, -3.3254], [0.4440, -2.9373, -2.8731], [0.9622, -1.4009, -1.4497], [-1.3098, 2.8834, 0.5911], [-2.2766, 3.5541, 0.8919], [-0.1533, 3.0445, 1.0602], [-1.4005, 1.8676, -0.2080], [-2.9958, -0.5359, 1.4812], [-1.5639, -0.6770, 1.9472], [-1.4283, -1.6936, 3.0760], [-0.0716, -1.9813, 3.3742], [0.1288, -3.0572, 4.2493], [-0.7827, -0.9769, 0.7646], [-3.3123, -1.4684, 1.0004], [-3.2286, 0.2944, 0.8174], [-3.7158, -0.4482, 2.3000], [-1.2224, 0.2852, 2.3417], [-1.8407, -2.6812, 2.8304], [-1.8476, -1.2918, 4.0041], [-0.4046, -3.9525, 3.9230], [-0.1812, -2.7661, 5.2611], [1.2009, -3.2041, 4.3707], [-1.1854, -1.7966, 0.3075], [0.0999, -1.4194, 1.0465], [-2.1348, -0.4933, -2.6048], [-0.9481, 0.2557, -2.2887], [-0.6507, 1.2523, -3.2461], [0.8582, 1.4641, -3.2583], [1.2913, 1.8264, -1.8829], [2.6899, 1.4839, -1.6445], [2.9984, 1.4696, -0.1308], [2.0751, 0.5952, 0.5193], [2.2221, 0.5697, 1.9236], [-1.7779, -1.1847, -3.3702], [-2.9374, 0.1089, -3.0332], [-2.4929, -0.9787, -1.7021], [-1.2795, 2.1329, -3.0913], [-0.9083, 0.9302, -4.2625], [0.9616, 2.3771, -3.8609], [1.4459, 0.7424, -3.8207], [1.2709, 2.8323, -1.9915], [3.3657, 2.2211, -2.0932], [3.0245, 0.5438, -2.0843], [2.8695, 2.4820, 0.2619], [4.0043, 1.0878, 0.0497], [3.2456, 0.3861, 2.2614], [1.5775, -0.2136, 2.3194], [1.9483, 1.5350, 2.3600]],
  "nbo_charge": [1.2614, 0.7273, -0.5005, -0.4744, -0.6242, 0.7226, -0.4135, -0.5203, -0.6334, -0.6190, -0.0837, -0.0583, -0.5618, -0.2462, -0.8460, 0.1951, 0.2532, 0.2235, 0.2097, 0.1664, 0.1857, 0.1726, 0.1673, 0.2000, 0.3901, 0.3933, -0.2363, -0.5792, -0.0716, -0.2520, -0.6397, -0.2532, -0.0609, -0.5704, -0.2510, 0.2060, 0.1862, 0.1929, 0.1960, 0.1921, 0.1891, 0.2573, 0.3989, 0.1968, 0.2492, 0.1866, 0.1947, 0.1833, 0.2019, 0.1966]
}

# 4
{
  "formula": "C10H26O13V3",
  "method": "ωB97M-V/def2-TZVPD",
  "homo_energy_ev": [-8.46, -9.52],
  "multiplicity": 2,
  "total_energy_ev": -114467.7136,
  "charge": 0,
  "species": ["O", "V", "O", "O", "V", "O", "O", "V", "O", "C", "O", "O", "O", "O", "H", "H", "C", "C", "C", "O", "H", "H", "H", "H", "H", "H", "H", "H", "C", "C", "C", "O", "H", "H", "H", "H", "H", "H", "H", "H", "C", "C", "C", "O", "H", "H", "H", "H", "H", "H", "H", "H"],
  "positions_angstrom": [[-2.6214, 3.4318, -0.1969], [-2.1857, 1.9227, -0.6058], [-3.4230, 0.9887, -0.1925], [1.4768, 4.1031, 1.7490], [1.8481, 3.0648, 0.6163], [3.1980, 3.5637, -0.0283], [1.8105, 2.2858, -3.2204], [0.7555, 1.1463, -2.8603], [1.3009, -0.2405, -3.4475], [0.2880, 0.8867, -0.0768], [-0.5159, 0.3760, -0.8570], [1.4112, 1.2070, -0.5327], [-0.2351, 1.8424, 0.4979], [0.8445, 4.4284, -0.9619], [1.0384, 5.2703, -1.3740], [-0.0389, 4.2127, -1.2608], [-3.1009, -3.0379, -1.7877], [-1.9671, -2.6317, -2.7053], [-1.9272, -3.3611, -4.0372], [-1.7687, -1.2097, -2.7900], [-3.0318, -2.6322, -0.7784], [-3.1346, -4.1238, -1.6989], [-3.9989, -2.6360, -2.2570], [-1.0389, -2.8739, -2.1878], [-1.6031, -4.3927, -3.8999], [-1.1646, -2.9647, -4.7075], [-2.9020, -3.4153, -4.5221], [-1.4296, -0.8563, -1.9643], [-1.1252, 0.1583, 3.5248], [-2.0540, 1.4351, 3.6353], [-2.4142, 1.8010, 5.0373], [-1.4544, 2.4695, 2.9861], [-1.8527, -0.6534, 3.5365], [-0.3272, 0.1620, 4.2672], [-0.6526, 0.0486, 2.5488], [-2.9406, 1.2552, 3.0272], [-1.5122, 1.9506, 5.6307], [-2.7892, 0.9127, 5.5457], [-3.2052, 2.5293, 5.2160], [-1.1103, 2.2952, 2.1070], [3.7760, -1.5319, 1.2249], [4.2426, -1.4083, -0.2343], [3.3155, -2.1995, -1.1806], [4.0299, 0.0022, -0.5250], [3.6877, -2.5744, 1.5309], [2.7508, -1.1997, 1.3884], [4.4032, -1.0236, 1.9573], [5.2388, -1.8259, -0.3805], [3.4339, -2.0982, -2.2594], [2.2805, -1.8666, -1.1031], [3.2690, -3.2773, -1.0245], [3.1257, 0.2846, -0.3693]],
  "nbo_charge": [-0.6127, 1.2781, -0.5469, -0.4120, 1.5124, -0.4082, -0.4811, 1.4732, -0.4427, 0.9962, -0.8122, -0.8240, -0.8136, -0.9175, 0.5233, 0.4989, -0.6304, 0.1061, -0.6287, -0.7668, 0.2161, 0.2127, 0.2112, 0.1464, 0.2174, 0.2245, 0.2068, 0.4869, -0.6342, 0.1086, -0.6259, -0.7417, 0.2145, 0.2081, 0.1799, 0.1537, 0.2096, 0.2091, 0.2271, 0.4824, -0.6260, 0.0943, -0.6403, -0.7468, 0.2080, 0.1867, 0.2199, 0.1942, 0.2288, 0.1921, 0.2089, 0.4756]
}